{
  "formula": "C12H18N4RuS3",
  "method": "the ωB97M-V functional and the def2-TZVPD basis",
  "relative_energy_ev": 0.000,
  "s2": 6.042,
  "mol_weight_g_mol": 415.6,
  "total_charge": 2,
  "e_homo_ev": [-15.165, -15.450],
  "multiplicity": 5,
  "symbols": ["Ru", "C", "C", "N", "C", "C", "C", "C", "C", "C", "C", "N", "C", "C", "N", "N", "H", "H", "H", "H", "H", "H", "H", "H", "H", "H", "H", "H", "H", "H", "H", "H", "H", "H", "S", "C", "S", "S"],
  "positions_angstrom": [[0.720, 0.405, -1.265], [0.121, 2.700, 0.634], [-1.294, 2.399, 0.181], [-1.262, 1.508, -1.021], [-2.365, 0.509, -1.069], [-1.997, -0.728, -0.288], [-2.933, -1.535, 0.326], [-2.487, -2.656, 1.015], [-1.129, -2.914, 1.100], [-0.248, -2.056, 0.464], [1.247, -2.261, 0.502], [1.970, -0.985, 0.308], [2.279, -0.247, 1.566], [2.093, 1.247, 1.369], [0.740, 1.376, 0.808], [-0.687, -1.004, -0.234], [0.111, 3.289, 1.553], [0.679, 3.264, -0.116], [-1.861, 3.305, -0.032], [-1.828, 1.865, 0.970], [-1.365, 2.106, -1.835], [-2.538, 0.252, -2.116], [-3.288, 0.947, -0.686], [-3.985, -1.291, 0.277], [-3.197, -3.310, 1.505], [-0.755, -3.761, 1.659], [1.544, -2.947, -0.294], [1.530, -2.736, 1.444], [2.850, -1.210, -0.141], [3.282, -0.488, 1.917], [1.583, -0.598, 2.333], [2.813, 1.664, 0.664], [2.208, 1.769, 2.322], [0.120, 0.839, 1.411], [2.523, 0.258, -5.392], [1.859, 0.332, -3.874], [2.645, -0.198, -2.453], [0.300, 0.893, -3.510]],
  "forces_ev_per_angstrom": [[-0.2, -0.2, 0.2], [0.0, -0.1, 0.0], [-0.2, -0.1, -0.1], [-0.1, 0.1, 0.1], [0.1, 0.2, 0.0], [0.1, 0.1, -0.1], [0.0, 0.0, 0.1], [0.0, 0.0, 0.0], [0.0, 0.0, 0.0], [0.1, 0.0, 0.0], [0.0, 0.1, 0.0], [0.0, 0.0, 0.1], [0.0, -0.2, 0.0], [-0.1, 0.0, 0.0], [0.3, 0.2, 0.0], [-0.2, -0.2, 0.0], [0.0, 0.0, 0.0], [0.0, 0.0, 0.0], [0.0, 0.0, 0.0], [0.0, 0.0, 0.0], [0.0, 0.0, 0.0], [0.0, -0.1, 0.0], [0.0, 0.0, 0.0], [0.0, 0.0, 0.0], [0.0, 0.0, 0.0], [0.0, 0.0, 0.0], [-0.1, 0.0, -0.1], [0.0, 0.0, 0.0], [0.1, 0.0, 0.0], [0.0, 0.0, 0.0], [0.0, 0.1, 0.0], [0.0, 0.0, 0.0], [0.0, 0.0, 0.0], [-0.1, -0.1, -0.1], [0.0, 0.0, 0.0], [0.2, -0.1, -0.2], [0.2, 0.2, 0.1], [-0.2, 0.0, -0.1]],
  "lowdin_charge": [0.989, -0.166, -0.152, -0.174, -0.117, -0.247, 0.022, 0.008, 0.022, -0.238, -0.119, -0.156, -0.156, -0.169, -0.164, 0.035, 0.141, 0.132, 0.142, 0.133, 0.086, 0.135, 0.141, 0.135, 0.134, 0.135, 0.144, 0.138, 0.064, 0.141, 0.132, 0.127, 0.139, 0.121, 0.942, -1.708, 0.607, 0.618]
}